Entry from OMol25: a gas-phase ion, C5H7N2O (charge +1) in a non-equilibrium geometry (ωB97M-V/def2-TZVPD).

Values from the calculation:
Energy above the lowest of the compared OMol25 structures with the same formula, charge and spin in eV: 2.0748
Structure (SMILES): C=C=[NH+][C@@H](C)N=C=O
Frontier orbital gap in eV: 10.466
Total charge: +1
Highest occupied orbital energy in eV: -15.2
LUMO level in eV: -4.69

```
15
Properties=species:S:1:pos:R:3:forces:R:3
C -1.582660 0.361294 -0.075490 1.8 0.2 -2.0
C 1.006960 -0.631929 1.789924 -0.9 -1.5 -0.8
C -1.982691 0.884230 1.008047 -1.0 0.0 3.2
C 0.489470 -0.803083 -0.665326 -0.4 2.9 1.5
C 1.467836 0.304171 -1.090484 -2.6 -1.8 -1.8
N 0.555340 -1.028220 0.725000 0.1 -0.1 -0.1
N -0.890033 -0.173023 -1.000669 -1.9 0.7 1.8
O 1.267325 -0.553625 2.910550 0.4 0.8 0.1
H -2.595199 0.137413 1.607530 0.5 0.9 -0.6
H -1.740907 1.844926 1.599394 -0.4 -1.4 -1.7
H 0.294176 -1.668768 -1.221733 1.2 -1.7 -0.7
H 1.364813 0.478301 -2.145458 0.1 0.1 -0.6
H 2.395083 -0.052073 -0.911876 3.2 -0.7 0.7
H 1.223910 1.185528 -0.590838 -0.2 1.4 1.1
H -1.273422 -0.285139 -1.938571 0.1 0.2 0.0
```
Positions in Å, forces in eV/Å.